Record 1
Below is 2 unconnected molecules or ions with the total composition C7H10NO2 in a non-equilibrium geometry, with properties calculated with the ωB97M-V functional and the def2-TZVPD basis.

**Energy**: -477.576201 Eh
**Gap between HOMO and LUMO (spin up / spin down)**: 5.9796 / 5.9775 eV
**LUMO (spin up / spin down)**: -6.59 / -6.59 eV
**Relative energy (zero: lowest compared OMol25 entry of this formula, charge and spin)**: 318.09 kJ/mol

```
! RIJCOSX wB97M-V def2-TZVPD def2/J DEFGRID3
* xyz 1 1
C -1.845 -0.330 1.983
C 0.021 0.889 0.563
C 0.289 -0.152 -0.041
C 0.239 -1.418 -0.658
C 0.287 -1.409 -2.328
C 0.253 2.024 1.265
C 1.474 2.445 1.987
N -0.961 -1.533 -2.926
O -2.445 -0.841 1.160
O -1.283 0.084 2.852
H 1.153 -2.055 -0.410
H -0.681 -1.864 -0.370
H 0.985 -0.586 -2.703
H 0.720 -2.399 -2.634
H -0.529 2.732 1.455
H 1.336 1.912 2.957
H 1.609 3.433 2.326
H 2.354 1.850 1.619
H -1.224 -0.851 -3.600
H -1.753 -1.930 -2.496
*
```

Record 2
Below is a gas-phase ion, C7H10NO3S (charge -1) in a non-equilibrium geometry, with properties calculated with the ωB97M-V functional and the def2-TZVPD basis.

**Energy**: -951.184583 Eh
**Gap between HOMO and LUMO (spin up / spin down)**: 3.6645 / 4.1633 eV
**Expectation value of S²**: 2.017
**LUMO (spin up / spin down)**: 3.14 / 0.40 eV

```
! RIJCOSX wB97M-V def2-TZVPD def2/J DEFGRID3
* xyz -1 3
C -0.879 -0.709 -0.162
C -3.210 -0.628 0.377
C 0.342 -0.559 -0.305
C 2.298 0.657 -1.307
C 2.600 -1.400 0.205
C 1.779 0.853 1.092
C 1.795 -0.152 -0.118
N -2.138 -1.050 -0.095
O -5.028 1.582 0.682
O -5.211 0.909 -1.641
O -4.464 -0.963 0.141
S -5.473 0.547 -0.250
H -3.149 0.269 0.972
H 3.196 1.056 -0.925
H 1.493 1.485 -1.371
H 2.426 0.133 -2.287
H 2.222 -2.166 -0.565
H 2.409 -1.821 1.298
H 3.603 -1.246 0.091
H 1.078 1.585 0.825
H 2.800 1.290 1.334
H 1.511 0.326 2.010
*
```

Record 3
Below is C7H10NOP in the gas phase in a non-equilibrium geometry, with properties calculated with the ωB97M-V functional and the def2-TZVPD basis.

**Energy**: -744.044767 Eh
**SMILES**: C/N=P/OC1=CC=CCC1
**Gap between HOMO and LUMO**: 8.3046 eV
**LUMO**: 0.31 eV
**Relative energy (zero: lowest compared OMol25 entry of this formula, charge and spin)**: 253.86 kJ/mol

```
! RIJCOSX wB97M-V def2-TZVPD def2/J DEFGRID3
* xyz 0 1
C -2.263 -2.165 0.663
N -1.830 -0.842 0.340
P -2.713 0.292 -0.254
O -1.633 1.494 -0.443
C -0.298 1.261 -0.234
C 0.291 1.475 0.942
C 1.704 1.184 1.100
C 2.326 0.397 0.225
C 1.575 -0.190 -0.934
C 0.491 0.773 -1.414
H -1.433 -2.850 0.467
H -2.493 -2.224 1.729
H -3.140 -2.507 0.106
H -0.269 1.841 1.787
H 2.206 1.588 1.967
H 3.354 0.106 0.353
H 2.252 -0.429 -1.754
H 1.108 -1.126 -0.603
H -0.178 0.286 -2.125
H 0.942 1.636 -1.916
*
```

Record 4
Below is a gas-phase ion, C7H10NOS (charge +1) in a non-equilibrium geometry, with properties calculated with the ωB97M-V functional and the def2-TZVPD basis.

**Energy**: -800.504493 Eh
**Gap between HOMO and LUMO**: 8.7350 eV
**LUMO**: -3.60 eV
**Relative energy (zero: lowest compared OMol25 entry of this formula, charge and spin)**: 349.54 kJ/mol

```
! RIJCOSX wB97M-V def2-TZVPD def2/J DEFGRID3
* xyz 1 1
C 0.257 -1.836 -0.182
C 1.242 -2.040 -1.132
C -0.425 -2.841 0.466
C 1.968 -1.003 -1.613
C -0.571 2.084 0.501
C -0.045 1.479 1.820
C 0.817 0.209 -0.126
N -0.507 0.910 -0.413
O 1.594 0.342 -1.198
S 1.535 0.668 1.360
H -1.059 -2.554 1.252
H 1.583 -2.937 -1.546
H -0.367 -3.852 0.140
H 2.841 -1.065 -2.242
H -1.482 2.553 0.579
H 0.174 2.714 0.159
H 0.014 2.127 2.688
H -0.801 0.775 2.218
H -1.318 0.213 -0.117
H -0.514 1.112 -1.411
*
```

Record 5
Below is a gas-phase ion, C7H10NOS (charge +1) in a non-equilibrium geometry, with properties calculated with the ωB97M-V functional and the def2-TZVPD basis.

**Energy**: -800.558671 Eh
**SMILES**: C[S@](=[NH2+])(=O)c1ccccc1
**Gap between HOMO and LUMO**: 9.7104 eV
**LUMO**: -4.27 eV
**Relative energy (zero: lowest compared OMol25 entry of this formula, charge and spin)**: 207.30 kJ/mol

```
! RIJCOSX wB97M-V def2-TZVPD def2/J DEFGRID3
* xyz 1 1
C 0.371 -1.152 2.266
S 0.699 -1.250 0.534
N -0.787 -2.313 0.022
O 1.992 -1.778 0.129
C 0.263 0.157 -0.361
C -0.897 0.900 -0.173
C -1.093 1.982 -1.057
C -0.127 2.328 -2.086
C 1.059 1.598 -2.010
C 1.286 0.542 -1.209
H -0.552 -0.711 2.751
H 1.084 -0.553 2.788
H 0.518 -2.095 2.621
H -1.158 -1.830 -0.790
H -0.421 -3.202 -0.239
H -1.685 0.680 0.644
H -1.976 2.576 -0.976
H -0.279 3.164 -2.704
H 1.822 1.998 -2.526
H 2.209 0.059 -1.045
*
```

Record 6
Below is C7H10NP in the gas phase in a non-equilibrium geometry, with properties calculated with the ωB97M-V functional and the def2-TZVPD basis.

**Energy**: -668.726403 Eh
**SMILES**: [H]/N=P/C1=C[C@@H]2CC[C@H]1C2
**Gap between HOMO and LUMO**: 8.1956 eV
**LUMO**: -0.33 eV
**Relative energy (zero: lowest compared OMol25 entry of this formula, charge and spin)**: 157.34 kJ/mol

```
! RIJCOSX wB97M-V def2-TZVPD def2/J DEFGRID3
* xyz 0 1
H 2.111 -1.683 3.409
N 1.698 -1.212 2.650
P 1.299 0.299 2.697
C 0.646 0.386 1.017
C 0.440 1.638 0.158
C -0.025 1.147 -1.111
C -1.518 0.478 -0.944
C -1.329 -0.725 -0.066
C 0.263 -0.730 0.133
C 0.690 -0.222 -1.281
H 0.527 2.673 0.534
H 0.091 1.815 -2.088
H -1.752 0.095 -2.005
H -2.303 1.011 -0.518
H -1.965 -0.707 0.913
H -1.714 -1.737 -0.523
H 0.604 -1.695 0.412
H 0.425 -0.725 -2.229
H 1.811 -0.104 -1.158
*
```

Record 7
Below is C7H10NPS in the gas phase in a non-equilibrium geometry, with properties calculated with the ωB97M-V functional and the def2-TZVPD basis.

**Energy**: -1066.805224 Eh
**Gap between HOMO and LUMO (spin up / spin down)**: 7.2957 / 7.3086 eV
**LUMO (spin up / spin down)**: -0.56 / -0.55 eV
**Relative energy (zero: lowest compared OMol25 entry of this formula, charge and spin)**: 392.02 kJ/mol

```
! RIJCOSX wB97M-V def2-TZVPD def2/J DEFGRID3
* xyz 0 1
C 2.353 -1.429 -0.075
C 0.028 -1.903 0.075
C 3.156 -0.410 -0.339
C 0.999 -1.066 0.252
C 0.897 0.401 0.361
C -2.733 -0.653 -0.299
C -0.814 2.440 0.310
N -1.542 -0.134 0.233
P -0.562 0.851 -0.701
S 2.527 1.197 0.096
H 2.738 -2.359 -0.341
H -0.246 -2.872 -0.208
H 4.155 -0.296 -0.754
H 0.785 0.551 1.477
H -3.530 -1.001 0.397
H -3.327 0.004 -0.955
H -2.353 -1.511 -0.976
H -0.275 3.161 -0.146
H -0.441 2.378 1.277
H -1.814 2.653 0.316
*
```

Record 8
Below is 2 unconnected molecules or ions with the total composition C7H10NS in a non-equilibrium geometry, with properties calculated with the ωB97M-V functional and the def2-TZVPD basis.

**Energy**: -725.288810 Eh
**Gap between HOMO and LUMO (spin up / spin down)**: 7.5321 / 7.5327 eV
**LUMO (spin up / spin down)**: -5.55 / -5.55 eV
**Relative energy (zero: lowest compared OMol25 entry of this formula, charge and spin)**: 166.85 kJ/mol

```
! RIJCOSX wB97M-V def2-TZVPD def2/J DEFGRID3
* xyz 1 1
C -1.600 -1.726 0.620
C -1.518 -0.600 -0.373
C -0.987 -1.509 1.798
C -0.833 0.493 0.317
C -0.923 2.011 -1.701
C -0.500 1.693 -0.417
C 2.855 -0.222 0.575
N 2.118 -0.430 1.518
S -0.328 0.148 1.869
H -2.128 -2.589 0.343
H -1.014 -0.688 -1.359
H -1.009 -2.082 2.683
H -0.548 2.920 -2.192
H -1.656 1.494 -2.253
H 3.758 0.268 0.308
H 2.585 -0.765 -0.321
H 0.206 2.354 -0.001
H 2.533 -0.046 2.404
H -2.564 -0.688 -0.637
*
```

Record 9
Below is a gas-phase ion, C7H10NS (charge +1) in a non-equilibrium geometry, with properties calculated with the ωB97M-V functional and the def2-TZVPD basis.

**Energy**: -725.267731 Eh
**SMILES**: CCC1=[N+]2SC(C)=C[C@@H]12
**Gap between HOMO and LUMO**: 8.2617 eV
**LUMO**: -5.10 eV
**Relative energy (zero: lowest compared OMol25 entry of this formula, charge and spin)**: 222.19 kJ/mol

```
! RIJCOSX wB97M-V def2-TZVPD def2/J DEFGRID3
* xyz 1 1
C 3.180 -0.727 -0.196
C 1.969 -0.824 0.737
C 0.740 -0.677 0.009
N -0.411 -1.251 -0.283
S -2.024 -1.304 0.180
C -2.040 0.464 0.038
C -3.277 1.135 0.516
C -0.997 1.005 -0.584
C -0.030 -0.027 -1.053
H 3.181 -1.562 -0.809
H 3.938 -0.663 0.529
H 3.067 0.102 -0.822
H 1.902 -0.010 1.526
H 2.151 -1.629 1.479
H -3.776 1.257 -0.498
H -3.101 1.964 1.135
H -4.006 0.568 1.051
H -0.911 2.113 -0.877
H 0.444 0.065 -2.079
*
```

Record 10
Below is 2 unconnected molecules or ions with the total composition C7H10O in a non-equilibrium geometry, with properties calculated with the ωB97M-V functional and the def2-TZVPD basis.

**Energy**: -347.678789 Eh
**Gap between HOMO and LUMO**: 8.5486 eV
**LUMO**: -0.33 eV
**Relative energy (zero: lowest compared OMol25 entry of this formula, charge and spin)**: 746.68 kJ/mol

```
! RIJCOSX wB97M-V def2-TZVPD def2/J DEFGRID3
* xyz 0 1
C 0.818 0.219 -0.127
C 0.658 1.443 -0.809
C -0.260 1.094 0.416
C -1.470 0.149 0.414
C -1.226 -0.412 -1.001
C 0.043 -1.030 -0.438
C -0.824 -1.254 0.899
H 2.512 -1.216 -0.058
H 0.062 2.019 -1.764
H 1.502 2.138 -0.450
H -0.444 1.552 1.505
H -2.382 0.546 0.832
H -1.617 -1.418 -1.202
H -1.027 0.143 -1.940
H 0.583 -1.955 -0.689
H -0.302 -1.365 1.894
H -1.642 -2.106 0.839
O 2.040 0.051 0.613
*
```

Record 11
Below is 2 unconnected molecules or ions with the total composition C7H10O in a non-equilibrium geometry, with properties calculated with the ωB97M-V functional and the def2-TZVPD basis.

**Energy**: -347.924480 Eh
**SMILES**: Cc1ccccc1.O
**Gap between HOMO and LUMO**: 9.3525 eV
**LUMO**: 0.81 eV
**Relative energy (zero: lowest compared OMol25 entry of this formula, charge and spin)**: 101.61 kJ/mol

```
! RIJCOSX wB97M-V def2-TZVPD def2/J DEFGRID3
* xyz 0 1
C 1.332 2.168 -0.306
C 0.369 1.024 -0.082
C -0.548 0.737 -1.099
C -1.444 -0.339 -0.929
C -1.526 -0.847 0.363
C -0.531 -0.672 1.335
C 0.387 0.355 1.141
H 1.137 2.899 0.493
H 2.350 1.840 -0.295
H 1.053 2.806 -1.134
H -0.216 0.991 -2.090
H -2.094 -0.676 -1.729
H -2.405 -1.341 0.775
H -0.499 -1.389 2.150
H 1.177 0.620 1.838
O 1.012 -2.026 -0.305
H 1.788 -1.457 -0.298
H 1.216 -2.719 0.332
*
```

Record 12
Below is a molecular structure, C7H10O in a non-equilibrium geometry, with properties calculated with the ωB97M-V functional and the def2-TZVPD basis.

**Energy**: -347.668202 Eh
**Gap between HOMO and LUMO**: 8.2284 eV
**LUMO**: 0.35 eV
**Relative energy (zero: lowest compared OMol25 entry of this formula, charge and spin)**: 774.47 kJ/mol

```
! RIJCOSX wB97M-V def2-TZVPD def2/J DEFGRID3
* xyz 0 1
C 1.797 1.330 0.103
C 0.969 0.041 -0.066
C 1.647 -1.361 -0.091
C -0.341 0.143 0.096
C -1.311 -1.086 0.016
C -2.610 0.648 -0.119
C -1.426 1.166 -0.089
H 1.994 1.732 1.353
H 2.756 1.070 -0.494
H 0.932 2.040 -0.327
H 1.357 -1.831 1.350
H 0.956 -2.245 -0.876
H 3.127 -1.278 -0.353
H -1.227 -1.383 -1.173
H -1.370 -1.924 0.780
H -3.414 1.251 -0.167
H -1.183 2.339 -0.153
O -2.652 -0.652 0.211
*
```